{
  "formula": "C25H54N4O29",
  "method": "wB97M-V/def2-TZVPD",
  "de_lowest_kcal_mol": 641.1,
  "homo_ev": -9.27,
  "mol_weight_g_mol": 874.71,
  "gap_ev": 7.55,
  "lumo_energy_ha": -0.0633,
  "symbols": ["C", "O", "C", "O", "O", "C", "H", "H", "H", "H", "H", "H", "C", "O", "C", "O", "O", "C", "H", "H", "H", "H", "H", "H", "C", "O", "C", "O", "O", "C", "H", "H", "H", "H", "H", "H", "C", "O", "C", "O", "O", "C", "H", "H", "H", "H", "H", "H", "C", "O", "C", "O", "O", "C", "H", "H", "H", "H", "H", "H", "C", "O", "C", "O", "O", "C", "H", "H", "H", "H", "H", "H", "C", "O", "C", "O", "O", "C", "H", "H", "H", "H", "H", "H", "C", "N", "O", "O", "H", "H", "H", "C", "N", "O", "O", "H", "H", "H", "C", "N", "O", "O", "H", "H", "H", "C", "N", "O", "O", "H", "H", "H"],
  "positions_angstrom": [[-24.609315, 14.839793, -3.653405], [-25.459777, 14.040685, -4.406754], [-25.817943, 12.747695, -4.093927], [-25.399289, 12.077929, -3.186103], [-26.758844, 12.332011, -4.934733], [-27.305973, 10.995165, -4.845418], [-23.579630, 14.485159, -3.698943], [-24.985556, 14.844341, -2.630404], [-24.468989, 15.855616, -4.022859], [-26.455305, 10.329006, -4.989228], [-27.986860, 10.889156, -5.689966], [-27.834042, 10.729346, -3.929666], [-25.437414, 3.076341, -4.464964], [-26.646775, 3.662654, -4.093745], [-26.811868, 4.997586, -3.924421], [-25.845759, 5.743414, -3.878774], [-28.142028, 5.323880, -3.773227], [-28.536512, 6.694344, -3.780025], [-24.754913, 3.288732, -3.642059], [-25.189956, 3.372286, -5.484414], [-25.595413, 2.005631, -4.335634], [-29.422734, 6.889409, -3.176138], [-28.679654, 6.857217, -4.848236], [-27.741377, 7.351130, -3.427201], [-34.508022, 11.670172, -2.729870], [-33.684700, 10.519866, -2.647762], [-33.107370, 9.998650, -3.704610], [-33.377552, 10.186882, -4.922179], [-32.244995, 9.184107, -3.272809], [-31.497738, 8.292648, -4.119564], [-33.959827, 12.491054, -3.192191], [-34.805868, 11.941154, -1.716977], [-35.461389, 11.524032, -3.237647], [-30.680069, 7.836988, -3.561097], [-31.115963, 8.827718, -4.989077], [-32.206941, 7.585011, -4.548983], [-21.725062, 11.465500, -8.345585], [-22.953410, 10.780808, -7.955005], [-22.892662, 9.481724, -7.512405], [-21.885006, 8.743549, -7.502450], [-24.051613, 9.205970, -7.033544], [-24.318513, 7.830218, -6.684048], [-21.275544, 11.044773, -9.245049], [-20.931353, 11.265979, -7.625646], [-21.842798, 12.548682, -8.376543], [-23.515352, 7.361993, -6.115012], [-24.484136, 7.256691, -7.596040], [-25.247315, 7.822414, -6.113641], [-24.507005, 10.454738, -4.832869], [-23.638478, 9.255621, -4.933602], [-22.737909, 9.061397, -3.871152], [-22.656910, 9.721342, -2.848383], [-22.051793, 7.995770, -4.105723], [-21.231855, 7.409133, -3.097364], [-23.865539, 11.314744, -5.025247], [-24.978989, 10.504707, -3.851620], [-25.189164, 10.372792, -5.679055], [-21.752288, 7.525670, -2.146758], [-20.273450, 7.915718, -2.983662], [-21.157941, 6.322855, -3.148830], [-30.304883, 9.512866, -9.031852], [-29.638791, 10.022730, -7.887136], [-30.334064, 10.359827, -6.762362], [-31.530554, 10.316749, -6.692842], [-29.485778, 10.820587, -5.822950], [-30.045225, 11.355516, -4.682124], [-31.118405, 10.214582, -9.215890], [-30.730384, 8.512216, -8.955966], [-29.563704, 9.736287, -9.799206], [-30.904802, 11.982740, -4.918375], [-29.430151, 11.956102, -4.011982], [-30.229441, 10.456020, -4.094698], [-31.296741, 11.566738, 1.558519], [-31.226522, 11.553581, 0.138055], [-30.254834, 10.875248, -0.523829], [-29.388942, 10.096471, -0.021661], [-30.481051, 10.999790, -1.802734], [-29.709946, 10.247267, -2.748009], [-30.364218, 11.671294, 2.113100], [-31.915360, 10.726969, 1.875037], [-31.765233, 12.504796, 1.856310], [-30.481857, 9.682616, -3.270919], [-28.909420, 9.579492, -2.429682], [-29.250884, 11.009400, -3.377691], [-27.736517, 7.799826, -9.456516], [-26.768562, 8.484061, -8.539366], [-25.792604, 7.831444, -8.172866], [-26.951250, 9.673637, -8.320986], [-27.761501, 6.711982, -9.392691], [-27.687214, 8.199561, -10.469375], [-28.707331, 8.187878, -9.148254], [-27.363894, 8.524559, -5.787986], [-28.496843, 8.795679, -4.815217], [-29.605956, 8.336418, -5.084522], [-28.272031, 9.498728, -3.826459], [-26.455438, 9.032608, -5.464407], [-27.726367, 8.871498, -6.755638], [-27.292628, 7.439564, -5.711874], [-31.417259, 7.369445, -7.092244], [-32.784138, 7.649322, -6.519966], [-33.155196, 8.810090, -6.340011], [-33.495599, 6.712991, -6.099635], [-31.502240, 7.702783, -8.126532], [-31.153370, 6.318419, -6.974737], [-30.655184, 7.872208, -6.496783], [-29.372857, 5.586898, -8.100014], [-28.788769, 6.536630, -7.132164], [-28.110876, 5.991690, -6.281349], [-28.948601, 7.738673, -7.332289], [-28.736093, 5.624709, -8.983874], [-30.340759, 5.965304, -8.428752], [-29.494050, 4.624280, -7.603228]],
  "forces_ev_per_angstrom": [[1.23, -0.42, 1.44], [-1.61, -1.38, -1.84], [-0.25, 0.79, 0.69], [-0.22, 1.83, 0.88], [0.09, 1.50, -0.75], [3.46, 3.28, -0.95], [0.02, -0.56, 0.38], [0.40, 0.24, 0.15], [-1.09, -0.07, -0.45], [-1.56, 1.23, 1.22], [1.91, 0.62, 0.67], [2.03, 3.80, -0.58], [0.43, -0.11, 1.15], [-3.58, 1.11, 0.24], [1.18, 0.25, 0.32], [-1.69, -0.17, -0.26], [1.82, -1.92, 0.77], [1.45, -1.35, -0.21], [0.85, 0.48, -0.72], [0.57, -0.09, 0.29], [-0.21, -0.01, -0.64], [0.31, -0.85, 0.04], [-0.30, -0.82, 2.09], [0.17, -0.61, 0.28], [-0.39, 0.47, -0.15], [-0.74, 0.59, 1.13], [-2.81, 1.76, -5.16], [0.27, 1.83, 5.95], [2.25, -2.87, 1.92], [-3.50, 0.29, -0.39], [-0.08, -0.01, -0.02], [0.51, -0.12, 0.10], [0.26, -0.39, -0.48], [-1.38, 0.42, 0.30], [-1.84, 0.47, 1.34], [0.25, -0.51, 0.96], [0.70, -1.32, 0.74], [0.75, 0.10, -0.13], [3.69, -0.40, -0.33], [-2.42, 2.12, -0.44], [-1.53, -1.37, -1.88], [2.15, -1.59, 0.77], [-0.62, 0.18, -0.41], [-0.22, -0.03, 0.46], [-0.67, -0.33, -0.21], [0.03, 0.59, 0.10], [1.99, -0.33, 1.44], [0.78, -0.14, -0.06], [2.40, -1.64, -0.07], [1.71, 0.95, 4.01], [-2.25, 2.04, 0.96], [-0.28, -0.25, -1.39], [0.98, -2.26, -1.58], [-0.69, 0.58, 1.73], [-0.08, 0.13, 0.26], [0.55, -0.55, -0.66], [0.85, 0.00, 0.13], [0.02, 0.38, 0.16], [-0.01, -0.15, -0.41], [0.12, 0.21, -1.13], [-0.77, 2.63, -0.20], [0.81, -0.01, 1.76], [-1.16, 0.79, -1.30], [1.81, 1.00, -0.27], [-1.44, 0.24, -4.39], [-4.05, 1.88, -2.76], [-0.40, -0.26, -0.20], [1.02, 0.62, -0.49], [-0.32, -0.67, -0.25], [-0.30, -0.14, -0.24], [0.42, 1.36, -2.26], [-2.21, 2.48, -3.58], [-0.09, 0.44, 0.50], [1.11, 0.22, -0.59], [1.63, -3.43, 2.50], [-2.78, 3.09, -1.13], [-0.55, 0.72, 0.08], [0.73, -0.61, 7.17], [0.43, -0.86, -0.55], [0.31, 0.01, 0.22], [-0.58, -0.07, -0.46], [1.06, -0.49, 1.71], [-1.80, 0.56, 3.33], [0.76, -1.86, 4.54], [-1.23, 1.14, -0.51], [0.77, 0.15, -2.36], [-4.89, 1.57, -2.71], [0.37, -1.14, -0.41], [1.15, 0.84, -0.24], [1.00, -0.23, -0.03], [0.70, -0.53, -0.36], [0.36, 0.12, 1.60], [2.01, 1.05, -1.16], [4.41, 1.96, -1.02], [0.45, -9.05, -4.18], [-0.73, -1.08, -0.07], [0.70, 0.34, 1.51], [0.73, 0.89, -0.32], [-1.62, -0.12, 1.09], [-2.32, 0.82, 1.26], [0.40, -4.21, -3.34], [1.37, -0.25, -0.90], [-0.04, -0.61, 0.77], [-1.21, 0.20, 0.11], [-1.26, 0.36, -0.68], [-0.92, -0.11, -0.73], [0.15, -0.71, -1.32], [-0.24, -0.35, -1.01], [-0.60, -3.30, 0.03], [-0.13, -0.90, 0.51], [0.48, -0.24, -0.11], [0.34, 0.09, -0.30]]
}

***

{
  "formula": "C25H54O12P2",
  "method": "wB97M-V/def2-TZVPD",
  "homo_ev": -9.97,
  "mol_weight_g_mol": 608.64,
  "gap_ev": 9.18,
  "lumo_energy_ha": -0.0290,
  "symbols": ["C", "C", "O", "C", "C", "O", "C", "O", "C", "C", "O", "C", "C", "C", "C", "C", "C", "H", "H", "H", "H", "H", "H", "H", "H", "H", "H", "H", "H", "H", "H", "H", "H", "H", "H", "H", "H", "H", "H", "H", "H", "O", "P", "O", "C", "C", "O", "C", "C", "O", "C", "C", "H", "H", "H", "H", "H", "H", "H", "H", "H", "H", "H", "H", "H", "H", "H", "O", "P", "O", "C", "C", "O", "C", "C", "O", "C", "C", "H", "H", "H", "H", "H", "H", "H", "H", "H", "H", "H", "H", "H", "H", "H"],
  "positions_angstrom": [[3.316410, -0.395508, 0.901018], [2.394377, 0.709185, 0.354198], [2.863337, 1.187219, -0.910847], [2.345268, 1.868585, 1.353416], [1.222827, 2.821245, 0.967310], [1.462652, 4.230389, 0.983568], [0.275044, 4.769617, 0.566548], [0.168203, 5.841255, 0.027241], [-0.879725, 3.754106, 0.857064], [-0.152372, 2.670779, 1.672890], [-0.440652, 1.309033, 1.487905], [-1.831359, 0.965486, 1.579196], [-2.259907, 0.276780, 0.267496], [-2.930064, 1.287597, -0.708440], [-3.082899, -1.005937, 0.478088], [-3.395594, -1.657294, -0.905231], [-2.341664, -2.072464, 1.299758], [2.823370, -0.991424, 1.669637], [3.570147, -1.055754, 0.070721], [4.207247, 0.083724, 1.311613], [1.412400, 0.251862, 0.214441], [2.209879, 0.908130, -1.553472], [3.323685, 2.345645, 1.383061], [2.061238, 1.421950, 2.311460], [0.936553, 2.584675, -0.070949], [-1.591971, 4.228210, 1.533742], [-1.295833, 3.489066, -0.110693], [0.044962, 3.004652, 2.701079], [-2.474621, 1.800392, 1.865215], [-1.907240, 0.230169, 2.386023], [-1.328047, -0.034830, -0.219236], [-2.156432, 1.694184, -1.363399], [-3.745980, 0.863705, -1.286565], [-3.290913, 2.142282, -0.130548], [-4.041742, -0.738575, 0.935020], [-4.356191, -1.263956, -1.238692], [-3.408029, -2.740534, -0.807246], [-2.647624, -1.374721, -1.651616], [-3.001845, -2.942886, 1.352351], [-1.409401, -2.388668, 0.829576], [-2.184177, -1.767074, 2.335930], [-5.276495, -5.292177, -0.944606], [-5.834806, -6.544139, -1.564449], [-7.195124, -6.710304, -0.651786], [-8.213534, -5.718696, -0.746756], [-8.873364, -5.706237, -2.113410], [-4.842445, -7.599441, -0.774876], [-3.445922, -7.311966, -0.653315], [-3.109713, -6.987249, 0.786591], [-6.285213, -7.692047, -2.639703], [-6.387291, -9.095438, -2.362527], [-7.671924, -9.485891, -1.664642], [-7.799451, -4.735141, -0.508736], [-8.953574, -5.954789, 0.018446], [-8.160831, -5.412229, -2.890991], [-9.707243, -5.003756, -2.131356], [-9.243111, -6.697475, -2.374496], [-3.153790, -6.493364, -1.312146], [-2.899449, -8.202491, -0.973236], [-3.732425, -6.174826, 1.160600], [-2.061242, -6.701635, 0.888728], [-3.298291, -7.852986, 1.423543], [-5.517352, -9.473155, -1.833252], [-6.367953, -9.575045, -3.343796], [-7.650798, -9.215224, -0.610350], [-7.808130, -10.567084, -1.724757], [-8.531681, -8.995193, -2.120096], [8.011764, 7.862163, -0.084128], [7.401314, 6.511775, -0.255233], [6.106847, 6.537612, 0.743218], [5.070813, 7.491722, 0.510115], [4.330165, 7.224735, -0.786309], [8.464720, 5.636685, 0.648853], [9.859762, 5.946799, 0.607690], [10.293167, 6.549565, 1.926868], [6.939778, 5.207624, -1.113853], [6.878394, 3.867390, -0.612116], [5.626460, 3.587514, 0.188022], [5.487230, 8.502528, 0.517660], [4.380646, 7.416565, 1.350450], [4.991597, 7.353406, -1.649643], [3.488163, 7.908529, -0.895612], [3.956987, 6.201360, -0.815585], [10.088882, 6.620428, -0.218350], [10.397402, 5.012086, 0.428965], [9.684833, 7.417596, 2.179112], [11.340993, 6.853085, 1.892914], [10.166322, 5.825371, 2.733508], [7.773602, 3.588492, -0.063153], [6.869980, 3.233575, -1.501729], [5.685512, 4.029626, 1.182477], [5.499477, 2.510517, 0.314803], [4.743024, 3.990936, -0.306201]],
  "forces_ev_per_angstrom": [[-0.17, 0.48, -0.54], [0.45, -0.59, 0.47], [-0.07, -0.03, 0.22], [-1.02, 0.00, -0.04], [-0.72, -0.70, -0.73], [-0.10, 0.45, -0.30], [-0.46, 0.52, -0.11], [0.24, -1.04, 0.75], [0.57, 0.75, 1.38], [2.41, 0.00, -1.61], [-1.17, 0.86, 0.42], [0.18, -1.33, 0.06], [-0.21, 0.35, -0.23], [0.56, 0.13, 0.73], [0.50, -0.36, -0.82], [-0.06, 0.79, 0.53], [-0.89, 0.19, 0.41], [0.00, 0.15, 0.09], [0.21, -0.02, 0.13], [0.16, -0.32, -0.04], [-0.15, 0.33, 0.13], [0.13, 0.06, -0.28], [-0.05, 0.08, 0.14], [0.48, 0.18, 0.18], [0.47, -0.08, -0.02], [-0.34, 0.35, -0.67], [-0.20, -0.38, 0.19], [-0.75, -0.34, 0.22], [0.18, 0.19, -0.23], [-0.01, 0.17, 0.05], [0.02, -0.14, 0.22], [-0.25, -0.06, -0.27], [0.09, 0.04, -0.10], [-0.33, -0.09, -0.15], [0.10, -0.15, 0.26], [-0.02, -0.42, -0.30], [-0.31, 0.01, -0.19], [0.03, -0.10, 0.07], [0.17, -0.07, 0.01], [0.06, 0.18, 0.03], [0.31, -0.03, -0.08], [-0.23, 1.18, -3.94], [-0.32, -4.34, 6.78], [0.04, 0.18, -0.79], [-0.21, 0.21, 0.05], [0.11, -0.05, -0.07], [-0.01, -0.01, -0.73], [0.06, 0.06, 0.32], [-0.06, -0.03, 0.17], [0.57, 3.00, -1.51], [-0.05, -1.02, -0.39], [-0.01, 0.27, 0.40], [0.06, -0.03, -0.01], [0.10, -0.12, 0.04], [-0.04, 0.06, 0.01], [0.03, 0.03, 0.00], [-0.04, 0.01, 0.04], [-0.07, 0.04, 0.04], [-0.08, -0.03, -0.04], [0.03, 0.08, -0.14], [0.00, -0.03, -0.02], [0.05, -0.02, -0.03], [0.05, 0.34, 0.16], [-0.02, 0.28, -0.10], [-0.02, 0.05, -0.01], [0.08, 0.01, -0.13], [0.01, -0.07, -0.07], [-0.81, 0.04, -3.50], [0.54, -2.72, 6.30], [0.33, -0.01, -0.76], [-0.30, 0.28, -0.03], [0.14, -0.09, -0.10], [-0.32, -0.03, -0.47], [0.11, 0.12, 0.26], [-0.05, -0.01, 0.18], [0.39, 2.61, -1.72], [-0.13, -1.04, -0.24], [-0.02, 0.29, 0.42], [0.09, -0.05, -0.01], [0.12, -0.13, 0.06], [-0.04, 0.07, 0.02], [0.01, 0.00, 0.01], [-0.07, 0.03, 0.06], [-0.08, 0.05, 0.03], [-0.09, -0.05, -0.02], [0.02, 0.06, -0.16], [0.00, -0.03, -0.02], [0.05, -0.03, -0.03], [0.06, 0.39, 0.11], [-0.05, 0.26, -0.15], [-0.02, 0.07, -0.02], [0.07, -0.02, -0.18], [0.00, -0.10, -0.07]]
}